1.
Molecular formula: C28H23HgN2O7S4
Method: DFT, wB97M-V/def2-TZVPD

Summary:
- gap between HOMO and LUMO (alpha / beta) (Ha) = 0.23131 / 0.25724
- energy (eV) = -94238.544
- 2S+1 = 2
- ΔE to the lowest compared entry with this formula, charge and spin (kJ/mol) = 42.8
- charge = -2
- expectation value of S² = 0.7559

Element x y z (Å)
Hg  1.42  0.86  1.31
C  -2.30  3.64  1.48
C  -1.94  2.34  2.16
C  -2.36  1.13  1.61
C  -2.03  -0.08  2.21
C  -1.27  -0.08  3.37
C  -0.84  1.11  3.93
C  -1.18  2.31  3.32
S  -0.80  -1.63  4.10
O  -0.98  -1.52  5.53
O  -1.58  -2.65  3.42
N  0.75  -1.78  3.67
C  1.64  -2.03  4.64
C  2.56  -0.53  5.38
O  3.51  -0.99  5.98
O  2.01  0.51  5.12
H  -2.26  3.54  0.40
H  -1.63  4.44  1.79
H  -3.32  3.94  1.74
H  -2.94  1.14  0.69
H  -2.32  -1.02  1.77
H  -0.21  1.09  4.81
H  -0.82  3.24  3.74
H  2.54  -2.54  4.30
H  1.27  -2.38  5.61
O  4.86  0.97  -0.47
S  4.99  0.05  -1.64
C  4.15  -1.47  -1.15
C  4.15  -2.58  -1.98
C  3.48  -3.72  -1.57
C  2.82  -3.74  -0.35
C  2.84  -2.63  0.48
C  3.53  -1.49  0.09
C  3.80  0.55  -2.89
C  4.29  0.84  -4.16
C  3.41  1.30  -5.13
C  2.06  1.46  -4.82
C  1.58  1.17  -3.55
C  2.46  0.71  -2.58
H  4.65  -2.54  -2.95
H  3.46  -4.59  -2.22
H  2.28  -4.63  -0.04
H  2.32  -2.63  1.43
H  3.58  -0.61  0.71
H  5.34  0.73  -4.37
H  3.77  1.53  -6.12
H  1.37  1.82  -5.58
H  0.54  1.31  -3.30
H  2.09  0.49  -1.58
O  -3.20  3.39  -2.07
S  -3.09  2.17  -2.83
O  -3.34  2.28  -4.25
N  -1.71  1.39  -2.52
C  -1.90  0.25  -1.88
S  -0.72  -0.81  -1.36
C  -3.36  -0.04  -1.61
C  -3.92  -1.12  -0.95
C  -5.30  -1.17  -0.83
C  -6.11  -0.17  -1.36
C  -5.54  0.91  -2.02
C  -4.17  0.95  -2.12
H  -3.27  -1.89  -0.54
H  -5.76  -2.00  -0.30
H  -7.18  -0.24  -1.26
H  -6.16  1.70  -2.44

=====

2.
Molecular formula: C28H23N6PdS2
Method: DFT, wB97M-V/def2-TZVPD

Summary:
- gap between HOMO and LUMO (Ha) = 0.22478
- energy (eV) = -63502.510
- ΔE to the lowest compared entry with this formula, charge and spin (kJ/mol) = 0.0
- charge = -1

Element x y z (Å)
Pd  0.14  -1.79  0.82
C  -3.85  -0.18  3.21
C  -2.86  -0.94  2.56
N  -1.84  -0.41  1.96
C  -1.70  0.93  1.92
C  -2.61  1.79  2.59
C  -3.71  1.18  3.24
C  -2.40  3.19  2.62
C  -1.29  3.68  1.98
C  -0.40  2.86  1.27
C  -0.58  1.48  1.15
N  0.21  0.63  0.46
C  0.97  1.04  -0.59
C  0.71  2.13  -1.43
C  1.55  2.49  -2.48
C  2.70  1.79  -2.77
C  2.98  0.63  -2.02
C  4.12  -0.18  -2.26
C  4.32  -1.31  -1.53
C  3.36  -1.67  -0.56
N  2.29  -0.95  -0.31
C  2.11  0.22  -0.97
H  -4.69  -0.67  3.69
H  -2.92  -2.03  2.56
H  -4.43  1.81  3.75
H  -3.10  3.83  3.13
H  -1.09  4.75  2.02
H  0.45  3.31  0.78
H  -0.19  2.70  -1.26
H  1.30  3.35  -3.09
H  3.37  2.10  -3.56
H  4.81  0.12  -3.04
H  5.18  -1.95  -1.69
H  3.46  -2.58  0.02
N  0.75  -3.70  -1.27
C  -0.29  -2.76  -0.99
S  -1.65  -3.33  -0.09
N  -0.32  -1.83  -2.04
C  -1.10  -0.70  -2.26
C  -2.02  -0.18  -1.35
C  -2.70  1.00  -1.64
C  -2.48  1.68  -2.83
C  -1.56  1.17  -3.74
C  -0.89  -0.01  -3.46
H  0.84  -4.35  -0.52
H  1.63  -3.25  -1.46
H  0.45  -1.91  -2.68
H  -2.18  -0.69  -0.41
H  -3.39  1.39  -0.91
H  -3.00  2.61  -3.04
H  -1.36  1.69  -4.67
H  -0.15  -0.39  -4.17
S  0.16  -2.36  3.79
C  1.62  -1.48  4.04
C  2.53  -1.82  3.10
N  2.16  -2.79  2.20
C  0.88  -3.12  2.36
H  1.69  -0.73  4.82
H  3.52  -1.38  3.02
H  0.49  -4.08  2.05